No. 1
Here is a structure of composition C54H28ClI4N4O3S4Tl at a distorted geometry from the Open Molecules 2025 dataset. Energies are from wB97M-V/def2-TZVPD.

For the calculated total energy, the calculation gives -5935.5145 hartree. The energy above the lowest of the compared OMol25 structures with the same formula, charge and spin comes out at 458.1 kJ/mol. The highest occupied orbital energy (spin up / spin down) is -2.37 / -2.36 eV. As for the LUMO energy (spin up / spin down): 2.583 / 2.793 eV. For the maximum force, the calculation gives 1.0 eV/A. The value obtained for the HOMO-LUMO gap (spin up / spin down) is 4.95 / 5.15 eV. As for the net charge: -2.

The geometry in XYZ format:
```
99
Properties=species:S:1:pos:R:3:forces:R:3:mulliken_charge:R:1
Tl 0.459 -1.402 0.010 -0.3 -0.3 0.2 1.512
I -3.281 -0.607 -6.710 0.1 0.0 0.2 0.022
C -2.008 -0.189 -5.082 -0.1 0.0 -0.3 -0.295
C -2.452 0.660 -4.078 0.0 0.0 0.0 -0.665
C -1.593 0.985 -3.050 0.0 0.1 0.1 -0.294
C -0.281 0.475 -3.001 -0.3 -0.1 -0.1 0.691
C 0.113 -0.426 -4.010 0.1 0.0 0.2 -0.572
C -0.735 -0.742 -5.051 -0.1 -0.1 -0.1 -0.628
C 0.615 0.859 -1.965 0.4 0.7 0.4 1.713
C 2.079 0.655 -1.985 0.4 -0.3 0.4 -0.442
C 3.075 1.176 -2.908 0.0 0.1 -0.2 -1.021
C 4.218 1.349 -2.183 0.0 0.2 -0.2 -1.081
C 3.887 0.974 -0.825 0.5 -0.3 0.4 -0.594
C 4.469 1.266 0.408 -0.7 0.0 -0.3 1.034
C 5.809 1.868 0.518 0.2 0.1 -0.1 0.057
C 6.058 3.066 -0.157 0.0 0.0 0.1 -0.428
C 7.273 3.720 -0.033 0.0 0.0 0.0 -0.731
C 8.253 3.166 0.773 0.3 0.2 0.0 0.015
I 10.106 4.163 0.980 -0.2 -0.1 0.0 0.007
C 8.040 1.980 1.451 0.0 0.0 0.0 -0.733
C 6.818 1.337 1.319 0.0 -0.1 0.0 -0.133
C 3.636 1.164 1.578 -0.1 0.1 0.1 0.441
N 2.299 1.380 1.488 -0.3 -0.2 -0.5 -0.019
C 1.738 0.879 2.589 0.5 0.0 0.1 -0.232
C 0.330 0.908 2.847 -0.3 0.5 -0.2 0.815
C -0.059 0.270 4.144 0.0 -0.1 0.0 -0.742
C -0.596 -1.009 4.163 0.1 0.0 -0.1 -0.168
C -0.899 -1.637 5.364 -0.1 -0.1 0.0 -0.639
C -0.676 -0.958 6.546 -0.1 -0.2 0.3 -0.047
I -1.127 -1.894 8.387 0.1 0.1 -0.2 0.012
C -0.155 0.326 6.556 0.0 0.1 0.0 -0.664
C 0.152 0.934 5.349 0.0 0.0 0.0 0.055
C -0.676 1.591 2.195 0.8 -0.7 0.2 0.318
C -1.798 2.045 2.996 -0.3 0.4 -0.1 -1.044
C -2.167 3.290 2.607 -0.2 -0.3 0.3 -1.575
C -1.386 3.616 1.460 0.4 0.3 -0.4 0.268
N -0.684 2.474 1.080 -0.7 -0.1 -0.3 0.575
C -0.947 4.704 0.736 0.0 -0.4 0.2 0.863
C -0.057 4.157 -0.240 0.1 0.0 -0.2 -0.407
C 0.495 4.501 -1.457 0.1 0.1 0.2 -1.598
C 0.815 3.294 -2.082 -0.4 -0.2 0.1 -0.754
C 0.428 2.205 -1.298 0.0 0.0 -0.5 -1.005
N -0.007 2.768 -0.098 0.2 0.6 0.3 1.182
C -1.177 6.109 0.975 -0.1 0.3 0.0 0.816
C -0.198 7.047 0.608 -0.1 -0.1 0.0 -0.436
C -0.346 8.393 0.888 0.0 0.0 0.0 -0.727
C -1.488 8.827 1.543 0.0 0.3 0.0 -0.015
I -1.692 10.870 2.034 0.0 -0.2 -0.1 0.006
C -2.484 7.935 1.899 -0.1 0.0 0.0 -0.591
C -2.330 6.590 1.610 0.1 -0.1 0.0 -0.512
C 2.759 0.395 3.488 -0.3 -0.1 0.1 -1.261
C 3.957 0.644 2.876 0.2 -0.1 -0.2 -1.130
N 2.632 0.423 -0.823 -0.5 0.1 0.2 0.232
H -3.463 1.045 -4.089 0.0 0.0 0.0 0.414
H -1.927 1.642 -2.256 0.0 0.0 0.0 0.468
H 1.097 -0.875 -3.956 0.0 0.0 0.0 0.482
H -0.419 -1.426 -5.827 0.0 0.0 0.0 0.376
H 2.902 1.417 -3.948 0.1 0.0 0.0 0.584
H 5.149 1.779 -2.524 0.0 0.0 0.0 0.652
H 5.271 3.497 -0.762 0.0 0.0 0.0 0.556
H 7.445 4.654 -0.551 0.0 0.0 0.0 0.358
H 8.814 1.555 2.075 0.0 0.0 0.0 0.366
H 6.651 0.402 1.836 0.0 0.0 0.0 0.490
H -0.764 -1.536 3.233 0.0 -0.1 -0.1 0.422
H -1.296 -2.644 5.357 0.0 0.0 0.0 0.455
H 0.016 0.845 7.490 0.0 0.0 0.0 0.377
H 0.564 1.937 5.346 0.0 0.0 -0.1 0.487
H -2.182 1.508 3.846 0.1 0.0 0.0 0.753
H -2.899 3.926 3.075 0.0 0.0 0.0 0.342
H 0.602 5.492 -1.864 -0.1 0.0 0.0 0.499
H 1.235 3.191 -3.068 0.0 -0.1 0.0 0.530
H 0.711 6.695 0.138 0.0 0.0 0.0 0.402
H 0.430 9.091 0.605 0.0 0.0 0.0 0.358
H -3.379 8.285 2.397 0.0 0.0 0.0 0.361
H -3.115 5.894 1.879 0.0 0.0 0.0 0.424
H 2.608 -0.087 4.442 0.0 0.0 0.0 0.449
H 4.937 0.379 3.244 0.0 0.0 0.0 0.274
O 0.305 -8.848 0.247 0.0 0.0 0.0 -0.624
C 0.233 -7.675 0.529 0.0 0.0 0.0 0.594
S 1.608 -6.709 1.071 -0.1 0.1 0.1 -0.192
C 0.755 -5.178 1.355 0.3 0.0 0.0 -0.111
C -0.607 -5.181 1.020 -0.3 0.1 -0.1 0.074
S -1.643 -3.870 1.071 0.0 -0.2 0.2 -0.210
S -1.250 -6.730 0.445 0.0 0.1 0.0 -0.170
S 1.623 -3.879 1.955 0.1 -0.1 0.0 -0.253
Cl -7.164 -1.692 -2.526 -0.1 0.0 -0.1 -0.296
C -5.593 -1.400 -1.812 0.0 0.1 0.0 0.073
C -5.467 -0.422 -0.810 0.1 -0.1 0.0 -0.623
C -4.250 -0.189 -0.244 0.0 0.1 0.0 -0.598
C -3.050 -0.890 -0.633 -0.1 0.0 0.1 -0.554
O -1.961 -0.581 -0.072 0.2 -0.1 -0.2 -0.129
C -3.227 -1.889 -1.662 -0.1 0.4 0.3 1.665
C -2.173 -2.717 -2.180 0.3 -0.3 -0.3 -0.810
O -0.999 -2.797 -1.847 0.0 0.3 -0.1 -0.434
C -4.501 -2.107 -2.222 0.1 0.0 0.0 -1.072
H -6.344 0.130 -0.495 0.0 0.0 0.0 0.407
H -4.133 0.551 0.539 0.0 0.0 0.0 0.400
H -2.511 -3.375 -3.010 0.0 0.0 0.0 0.195
H -4.609 -2.868 -2.988 0.0 0.0 0.0 0.336
```
Positions in Å, forces in eV/Å.



No. 2
Here is a structure of composition C54H36BBr4F4LaO3P2S at a distorted geometry from the Open Molecules 2025 dataset. Energies are from wB97M-V/def2-TZVPD.

For the calculated total energy, the calculation gives -14138.3405 hartree. The highest occupied orbital energy is -7.19 eV. As for the LUMO energy: -0.517 eV. For the maximum force, the calculation gives 2.8 eV/A. The value obtained for the HOMO-LUMO gap is 6.67 eV.

The geometry in XYZ format:
```
106
Properties=species:S:1:pos:R:3:forces:R:3:mulliken_charge:R:1
La 1.772 -0.726 -0.333 -0.2 1.6 -2.4 2.349
O -0.352 0.529 -0.664 -0.9 -0.3 0.7 -0.276
S -1.225 0.255 0.596 1.3 0.2 -1.0 1.829
C -1.976 1.820 0.886 -0.1 0.6 0.1 -0.271
C -3.212 2.082 0.349 -0.1 0.4 0.1 -0.130
C -3.914 3.286 0.602 0.0 -0.3 -0.2 -1.492
C -3.333 4.199 1.422 0.0 0.3 0.2 0.141
C -3.829 5.551 1.902 0.2 -0.2 0.0 -0.788
C -2.692 6.087 2.819 0.0 -0.2 -0.2 -0.811
C -1.604 5.035 2.731 -0.2 0.2 0.0 0.134
C -0.358 4.995 3.275 0.3 -0.2 0.0 -1.308
C 0.457 3.878 2.977 0.1 0.2 0.2 0.354
C 0.071 2.804 2.206 -0.3 0.0 -0.3 -0.743
P 1.367 1.531 1.796 -0.8 0.3 0.2 1.541
C 1.872 1.061 3.473 0.3 0.0 0.0 0.555
C 1.099 0.074 4.089 0.0 -0.2 0.0 -0.459
C 1.459 -0.434 5.327 0.1 0.1 0.0 -0.504
C 2.601 0.040 5.966 0.0 0.0 0.0 -0.623
C 3.361 1.036 5.373 -0.1 0.0 -0.2 -0.863
C 2.995 1.546 4.129 0.0 0.0 0.2 -0.136
C 2.597 2.574 0.926 0.1 0.1 0.0 0.158
C 3.977 2.348 0.959 -0.1 0.1 -0.1 -0.155
C 4.828 3.084 0.140 -0.1 -0.1 0.0 -0.879
C 4.323 4.029 -0.741 -0.1 0.0 0.0 -0.662
C 2.950 4.235 -0.810 0.0 -0.1 0.1 -0.716
C 2.097 3.513 0.013 0.0 0.1 0.0 -0.699
C -1.271 2.809 1.684 0.0 -0.5 -0.3 -1.278
C -2.039 3.958 1.938 -0.1 0.1 0.0 1.843
C -2.577 -0.776 0.107 0.0 -0.5 -0.5 -0.565
C -3.436 -0.886 1.172 -0.3 -0.1 0.2 -0.326
C -4.696 -1.503 1.094 0.1 0.1 0.2 -1.455
C -5.066 -1.994 -0.115 -0.3 -0.2 -0.3 0.552
C -6.365 -2.657 -0.531 0.2 0.1 -0.1 -0.893
C -6.155 -3.026 -2.025 0.2 0.1 0.2 -0.857
C -4.729 -2.610 -2.321 -0.4 0.0 0.3 0.020
C -3.983 -2.794 -3.431 0.4 0.0 -0.3 -1.485
C -2.627 -2.389 -3.383 -0.2 -0.2 -0.3 -0.327
C -2.014 -1.751 -2.333 -0.2 0.4 0.7 -0.169
P -0.165 -1.598 -2.457 -0.6 -0.4 -0.4 1.571
C 0.176 -0.286 -3.700 -0.1 0.2 -0.1 0.393
C 1.077 0.749 -3.425 -0.2 -0.1 -0.1 0.596
C 1.384 1.719 -4.369 -0.1 -0.1 -0.1 -1.264
C 0.787 1.672 -5.619 -0.1 0.0 -0.1 -0.593
C -0.116 0.657 -5.917 0.1 0.1 0.1 -0.876
C -0.412 -0.306 -4.964 -0.1 0.0 -0.1 0.275
C 0.257 -3.140 -3.344 0.2 0.0 -0.1 0.243
C -0.147 -4.360 -2.795 0.0 -0.1 0.1 -0.577
C 0.297 -5.557 -3.326 0.0 0.0 -0.1 -0.690
C 1.174 -5.568 -4.410 -0.1 0.0 0.1 -0.563
C 1.600 -4.367 -4.946 -0.1 0.1 0.1 -0.680
C 1.146 -3.161 -4.413 0.1 -0.1 -0.2 -0.551
C -2.836 -1.456 -1.157 0.2 0.3 0.2 -1.090
C -4.152 -1.974 -1.195 -0.1 -0.1 -0.1 1.447
H -3.684 1.338 -0.275 0.0 0.0 0.0 0.675
H -4.891 3.438 0.161 0.0 0.0 0.0 0.454
H -4.774 5.462 2.437 0.0 0.0 0.0 0.316
H -4.010 6.213 1.054 0.0 0.0 0.0 0.300
H -3.031 6.209 3.847 0.0 0.0 0.0 0.299
H -2.331 7.061 2.488 0.0 0.0 0.0 0.312
H 0.030 5.795 3.894 0.0 0.0 0.0 0.461
H 1.469 3.882 3.372 0.0 0.0 0.0 0.491
H 0.233 -0.345 3.584 0.0 0.1 -0.1 0.100
H 0.864 -1.218 5.777 0.0 0.0 0.0 0.469
H 2.901 -0.375 6.920 0.0 0.0 0.0 0.405
H 4.254 1.407 5.860 0.0 0.0 0.0 0.418
H 3.595 2.323 3.677 0.1 0.0 -0.1 0.367
H 4.374 1.560 1.579 0.1 0.0 0.1 0.192
H 5.894 2.897 0.182 0.0 0.0 0.0 0.468
H 4.991 4.589 -1.384 0.0 0.0 0.0 0.379
H 2.537 4.958 -1.503 0.0 0.0 0.0 0.486
H 1.030 3.695 -0.058 0.0 0.0 0.0 0.279
H -3.162 -0.429 2.119 0.1 0.0 -0.1 0.518
H -5.339 -1.547 1.964 0.0 0.0 0.0 0.459
H -7.212 -1.985 -0.395 0.0 0.0 0.0 0.318
H -6.561 -3.536 0.084 0.0 0.0 0.0 0.321
H -6.856 -2.496 -2.670 0.0 0.0 0.0 0.306
H -6.300 -4.090 -2.210 0.0 0.0 0.0 0.314
H -4.370 -3.289 -4.314 0.0 0.0 0.0 0.470
H -2.010 -2.674 -4.227 0.0 0.0 0.0 0.266
H 1.554 0.855 -2.463 0.0 0.0 0.1 -0.333
H 2.086 2.505 -4.121 0.0 0.0 0.0 0.550
H 1.019 2.425 -6.362 0.0 0.0 0.0 0.381
H -0.586 0.609 -6.892 0.0 0.0 0.0 0.437
H -1.111 -1.093 -5.218 0.0 0.0 0.0 0.305
H -0.806 -4.380 -1.932 0.0 0.0 0.0 0.422
H -0.027 -6.491 -2.881 0.0 0.0 0.0 0.417
H 1.532 -6.507 -4.812 0.0 0.0 0.0 0.378
H 2.300 -4.356 -5.772 0.0 0.0 0.0 0.409
H 1.518 -2.238 -4.839 0.0 0.0 0.0 0.353
Br 5.412 -3.345 5.002 0.0 0.0 0.0 -0.158
C 4.018 -2.942 3.795 0.0 -0.1 0.0 0.334
C 2.841 -3.688 3.794 0.0 0.1 0.0 0.398
Br 2.608 -5.136 4.982 0.0 0.0 0.0 -0.174
C 1.821 -3.345 2.907 -0.3 0.0 0.0 0.103
Br 0.174 -4.283 2.860 0.1 0.1 0.0 -0.183
C 1.920 -2.252 2.052 -0.8 -0.1 -0.3 -0.522
O 0.882 -1.891 1.229 0.5 -1.2 2.3 -0.249
C 3.120 -1.496 2.049 0.4 0.5 0.1 0.547
O 3.240 -0.413 1.255 0.9 -0.7 1.9 -0.249
C 4.150 -1.874 2.913 0.0 0.2 -0.1 0.120
Br 5.733 -0.835 2.817 -0.2 -0.1 0.1 -0.156
F 4.637 -2.293 -0.475 -0.3 -0.2 -0.5 -0.321
B 3.767 -2.563 -1.513 0.4 -0.3 -0.4 0.309
F 3.359 -1.246 -2.099 0.4 -0.4 -0.2 -0.474
F 4.241 -3.367 -2.509 -0.2 0.2 0.4 -0.305
F 2.514 -3.042 -0.960 0.4 0.0 -0.2 -0.432
```
Positions in Å, forces in eV/Å.



Which value of maximum force does entry 1 give?
1.0 eV/A



What is the maximum force in the first record?
1.0 eV/A